No. 1
The following is a quantum chemistry calculation of a structure of composition C23H38N5O6Rh at a distorted geometry, from the OMol25 dataset.

Positions of all 73 atoms, in Å:
1 Rh -0.12 0.05 -0.21
2 C -0.30 1.92 2.67
3 C -1.66 2.08 2.01
4 N -1.91 1.18 0.85
5 C -3.07 0.27 0.96
6 C -2.66 -1.19 0.89
7 N -1.88 -1.43 -0.34
8 C -1.63 -2.86 -0.62
9 C -0.42 -3.45 0.10
10 C 0.92 -3.04 -0.51
11 N 1.39 -1.71 -0.09
12 C 2.19 -1.72 1.14
13 C 1.90 -0.49 1.98
14 N 0.43 -0.38 2.07
15 C -0.06 0.49 3.15
16 H 0.50 2.20 1.98
17 H -0.26 2.60 3.51
18 H -2.43 1.90 2.76
19 H -1.76 3.12 1.69
20 H -2.07 1.79 0.05
21 H -3.61 0.44 1.89
22 H -3.77 0.48 0.14
23 H -2.05 -1.45 1.75
24 H -3.56 -1.82 0.91
25 H -2.43 -1.07 -1.12
26 H -2.52 -3.44 -0.34
27 H -1.48 -2.97 -1.69
28 H -0.45 -3.23 1.17
29 H -0.50 -4.54 0.01
30 H 1.68 -3.78 -0.24
31 H 0.83 -3.04 -1.60
32 H 1.92 -1.31 -0.88
33 H 1.94 -2.61 1.72
34 H 3.26 -1.76 0.91
35 H 2.36 -0.58 2.96
36 H 2.29 0.41 1.50
37 H 0.08 -1.33 2.24
38 H -0.99 0.08 3.55
39 H 0.67 0.50 3.97
40 O 2.56 3.43 0.02
41 C 1.70 2.72 -0.46
42 O 1.52 1.46 -0.24
43 C 0.67 3.36 -1.41
44 C 0.88 4.62 -1.93
45 C -0.04 5.19 -2.82
46 C -1.14 4.44 -3.16
47 O -2.15 4.74 -4.02
48 C -3.10 3.68 -3.93
49 O -2.51 2.64 -3.15
50 C -1.35 3.17 -2.63
51 C -0.46 2.62 -1.75
52 H 1.76 5.17 -1.62
53 H 0.10 6.18 -3.23
54 H -3.33 3.31 -4.93
55 H -4.01 4.04 -3.45
56 H -0.56 1.62 -1.33
57 O 2.20 -0.97 -2.60
58 C 1.22 -0.45 -3.09
59 O 0.11 -0.14 -2.53
60 C 1.30 -0.01 -4.58
61 N 0.24 1.04 -4.81
62 C 0.95 2.35 -4.94
63 C 2.24 1.97 -5.64
64 C 2.64 0.66 -4.94
65 H 1.10 -0.89 -5.19
66 H -0.37 0.97 -3.98
67 H -0.30 0.84 -5.65
68 H 1.14 2.73 -3.94
69 H 0.34 3.06 -5.49
70 H 3.00 2.74 -5.54
71 H 2.07 1.80 -6.71
72 H 3.21 0.85 -4.04
73 H 3.25 0.02 -5.58

Total charge ... +2
2S+1 ... 5
ΔE to the lowest compared entry with this formula, charge and spin ... 30.5 kcal/mol



No. 2
The following is a quantum chemistry calculation of a structure of composition C22H22N3O7PtS at a distorted geometry, from the OMol25 dataset.

Positions of all 56 atoms, in Å:
1 Pt 0.55 0.58 -0.03
2 O 1.32 -1.31 0.33
3 C 1.49 -1.78 1.70
4 C 0.18 -2.05 2.41
5 N -0.58 -0.88 2.85
6 C -0.10 -0.13 3.88
7 C 0.35 1.77 3.41
8 O 1.12 2.06 4.27
9 O -0.30 2.06 2.45
10 C -1.94 -0.70 2.38
11 C -2.12 -0.25 0.93
12 O -3.18 0.22 0.60
13 O -1.14 -0.50 0.08
14 H 0.65 -1.88 -0.08
15 H 2.11 -1.04 2.19
16 H 2.05 -2.71 1.63
17 H 0.43 -2.66 3.29
18 H -0.47 -2.66 1.78
19 H 0.83 -0.46 4.31
20 H -0.82 0.26 4.59
21 H -2.43 0.03 3.00
22 H -2.49 -1.64 2.49
23 C 5.17 -0.28 -5.59
24 C 4.84 0.07 -4.17
25 C 4.02 -0.76 -3.41
26 C 3.70 -0.43 -2.10
27 C 4.22 0.74 -1.56
28 C 5.05 1.57 -2.29
29 C 5.36 1.23 -3.59
30 S 3.80 1.16 0.08
31 O 3.62 -0.02 0.87
32 O 4.62 2.23 0.55
33 N 2.19 1.76 -0.14
34 C 1.94 3.07 -0.37
35 C 2.85 4.15 -0.45
36 C 2.40 5.43 -0.71
37 C 1.06 5.70 -0.90
38 C 0.10 4.66 -0.85
39 C -1.28 4.84 -1.06
40 C -2.12 3.76 -1.00
41 C -1.60 2.49 -0.73
42 N -0.30 2.31 -0.51
43 C 0.55 3.36 -0.57
44 H 5.02 -1.34 -5.79
45 H 6.21 -0.03 -5.83
46 H 4.53 0.28 -6.28
47 H 3.63 -1.67 -3.84
48 H 3.08 -1.08 -1.50
49 H 5.47 2.46 -1.83
50 H 6.02 1.86 -4.17
51 H 3.90 3.97 -0.29
52 H 3.11 6.24 -0.76
53 H 0.72 6.71 -1.10
54 H -1.67 5.83 -1.26
55 H -3.18 3.85 -1.16
56 H -2.24 1.62 -0.66

Total charge ... +1
E ... -56047.8570 eV



No. 3
The following is a quantum chemistry calculation of the molecule C20H23N3O4 at a distorted geometry, from the OMol25 dataset.

Positions of all 50 atoms, in Å:
1 C -6.17 -0.54 0.51
2 C -5.39 0.42 0.05
3 C -4.28 0.18 -0.93
4 N -3.30 1.25 -0.99
5 C -2.02 1.10 -0.56
6 C -0.95 1.79 -1.17
7 C 0.36 1.54 -0.84
8 C 0.68 0.57 0.10
9 C -0.33 -0.09 0.77
10 C -1.66 0.21 0.48
11 N -2.62 -0.35 1.38
12 O -2.43 -1.48 1.79
13 O -3.54 0.37 1.74
14 H -0.12 -0.80 1.55
15 N 2.04 0.28 0.40
16 C 2.53 0.14 1.69
17 O 1.87 0.18 2.69
18 C 4.04 0.02 1.57
19 C 4.70 -0.81 2.66
20 C 4.51 -2.31 2.43
21 C 5.01 -2.68 1.04
22 C 4.16 -1.98 -0.01
23 H 4.47 -2.25 -1.02
24 H 3.12 -2.30 0.11
25 C 4.24 -0.44 0.13
26 C 3.01 0.10 -0.58
27 O 2.85 0.27 -1.76
28 H 5.16 -0.08 -0.32
29 H 4.95 -3.76 0.89
30 H 6.06 -2.38 0.93
31 H 5.06 -2.86 3.19
32 H 3.46 -2.57 2.52
33 H 4.26 -0.53 3.62
34 H 5.76 -0.58 2.69
35 H 4.41 1.05 1.66
36 H 1.14 2.08 -1.34
37 H -1.16 2.51 -1.94
38 C -3.68 2.36 -1.83
39 C -3.44 2.17 -3.30
40 C -2.83 1.14 -3.86
41 H -2.70 1.08 -4.92
42 H -2.43 0.33 -3.28
43 H -3.83 2.98 -3.91
44 H -3.16 3.26 -1.48
45 H -4.75 2.54 -1.67
46 H -3.78 -0.77 -0.72
47 H -4.72 0.09 -1.94
48 H -5.54 1.45 0.34
49 H -6.98 -0.33 1.19
50 H -6.02 -1.57 0.24

SMILES ... C=CCN(CC=C)c1ccc(N2C(=O)[C@H]3CCCC[C@H]3C2=O)cc1[N+](=O)[O-]
ΔE to the lowest compared entry with this formula, charge and spin ... 146.0 kcal/mol



No. 4
The following is a quantum chemistry calculation of a cluster of 2 separate species, C3H6N4O in total at a distorted geometry, from the OMol25 dataset.

Positions of all 14 atoms, in Å:
1 C -0.97 0.22 -0.44
2 C 0.54 -0.33 1.33
3 C 0.32 0.00 -0.94
4 H -2.42 1.70 -0.68
5 H -1.56 0.97 -2.21
6 H -1.55 -1.60 1.06
7 H 0.31 -0.31 3.07
8 H 2.23 -0.32 -0.08
9 H 0.99 -0.82 -2.51
10 N -2.09 0.78 -1.22
11 N -0.86 0.15 1.10
12 N 1.06 -0.62 2.51
13 N 1.19 -0.28 0.25
14 O 0.95 0.11 -2.11

ΔE to the lowest compared entry with this formula, charge and spin ... 167.3 kcal/mol